No. 1
DFT (ωB97M-V with the def2-TZVPD basis set) results for C32H47N11O2Sr as an isolated structure.

Values from the calculation:
* relative energy (zero: lowest compared OMol25 entry of this formula, charge and spin): 53.7 kJ/mol
* orbital gap (alpha / beta): 5.732 / 5.731 eV
* lowest unoccupied orbital energy (alpha / beta): -1.62 / -1.62 eV
* M: 705.42 Da

The geometry in XYZ format:
```
93
Properties=species:S:1:pos:R:3:lowdin_charge:R:1
Sr 0.005 -0.875 0.530 1.34
O -0.676 0.306 2.546 -0.22
O 1.625 0.124 -1.114 -0.10
N -4.336 -3.138 -0.159 0.13
N -2.550 -3.135 1.137 0.08
N -3.827 2.688 0.473 0.21
N 0.533 1.701 0.685 0.08
N 0.879 -4.611 0.494 -0.17
N -3.091 2.439 -1.761 0.12
N -1.711 0.545 -0.969 0.11
N -4.543 4.104 -1.205 0.17
N -3.691 -3.676 0.851 -0.29
N -2.395 -2.168 0.260 -0.07
N -4.219 -4.713 1.604 0.13
C 5.804 0.672 -1.870 -0.05
C -3.485 -2.184 -0.514 -0.21
C 3.141 6.137 0.561 -0.06
C -3.947 2.030 4.922 -0.07
C 4.337 0.600 -2.324 -0.53
C 3.940 5.184 -0.328 -0.56
C -3.377 0.024 3.604 -0.04
C 1.533 2.192 0.016 -0.16
C -0.349 2.380 1.491 -0.20
C 2.112 3.510 0.160 0.05
C -3.424 6.007 1.988 -0.05
C -2.779 1.267 4.290 -0.54
C 3.921 -0.874 -2.241 -0.05
C -1.919 5.818 2.230 -0.55
C 3.903 2.831 -1.292 0.04
C 3.251 3.835 -0.477 -0.15
C -2.194 3.492 3.209 0.00
C -2.014 2.133 3.293 -0.10
C -1.543 6.448 3.578 -0.04
C -3.791 3.048 -0.824 -0.49
C 2.195 1.194 -0.889 -0.25
C 0.640 -3.480 0.601 -0.50
C -2.355 1.432 -1.341 -0.33
C -1.565 4.332 2.258 -0.19
C 5.328 4.984 0.298 -0.04
C -0.673 3.752 1.393 0.01
C -1.818 0.831 5.404 -0.03
C 4.086 5.829 -1.714 -0.04
C 3.492 1.557 -1.470 -0.07
C -1.009 1.532 2.449 -0.34
C 4.238 1.049 -3.790 -0.04
C -1.169 6.564 1.127 -0.06
H 4.678 5.214 -2.393 0.08
H 3.912 -1.241 -1.215 0.09
H -0.473 6.342 3.764 0.09
H 5.829 5.948 0.408 0.09
H -0.975 0.282 4.986 0.08
H -4.637 4.252 -2.195 0.11
H -2.905 3.956 3.882 0.10
H -2.074 5.977 4.407 0.08
H 2.940 -1.055 -2.669 0.08
H -4.057 -0.477 4.296 0.08
H -4.524 -5.430 0.953 0.10
H 5.902 0.364 -0.828 0.09
H 6.233 1.670 -1.972 0.07
H -4.130 3.368 1.152 0.09
H -3.618 2.877 5.529 0.08
H -5.271 4.448 -0.605 0.11
H -3.648 -1.512 -1.337 0.10
H 3.655 7.097 0.620 0.09
H 3.108 5.990 -2.170 0.09
H -4.647 2.395 4.165 0.09
H 4.829 3.130 -1.766 0.10
H 3.203 1.011 -4.136 0.09
H 1.668 4.192 0.864 0.09
H -2.609 -0.677 3.295 0.07
H -3.693 5.637 0.994 0.06
H -1.402 6.165 0.137 0.09
H 4.652 -1.463 -2.799 0.09
H -3.689 7.066 2.026 0.09
H 4.585 6.795 -1.622 0.09
H -3.090 2.084 0.819 0.08
H -1.437 1.700 5.945 0.09
H 6.405 -0.003 -2.481 0.09
H -4.492 1.358 5.586 0.08
H -1.790 7.512 3.583 0.09
H 5.245 4.526 1.285 0.09
H 5.966 4.347 -0.316 0.08
H -0.257 4.325 0.579 0.10
H -3.958 0.309 2.721 0.08
H -0.089 6.510 1.275 0.07
H 4.832 0.389 -4.425 0.09
H -3.446 -5.072 2.157 0.10
H 2.143 6.317 0.156 0.08
H -2.332 0.181 6.116 0.09
H 3.039 5.752 1.578 0.09
H -1.453 7.618 1.136 0.09
H -4.027 5.489 2.736 0.08
H 4.604 2.069 -3.919 0.08
```



No. 2
DFT (ωB97M-V with the def2-TZVPD basis set) results for C32H48AsBrNO6RuS4Si2 as an isolated structure in a non-equilibrium geometry.

Values from the calculation:
* relative energy (zero: lowest compared OMol25 entry of this formula, charge and spin): 132.1 kJ/mol
* orbital gap (alpha / beta): 5.840 / 5.639 eV
* lowest unoccupied orbital energy (alpha / beta): 4.04 / 3.95 eV
* 2S+1: 6
* charge: -2
* M: 983.07 Da

The geometry in XYZ format:
```
96
Properties=species:S:1:pos:R:3:lowdin_charge:R:1
Ru -0.846 0.116 -0.843 1.06
Br 1.350 -0.815 1.074 0.60
As -2.923 0.538 1.604 0.83
S -1.887 1.021 -3.227 0.63
S 1.286 -0.325 -2.389 0.48
S -0.811 2.748 0.025 0.38
S -1.068 -2.413 -1.538 0.59
Si -3.954 -0.082 -5.519 0.52
Si 2.790 0.005 2.664 0.55
O -0.023 2.406 -1.168 -0.45
O -2.302 1.426 3.045 -0.28
O -1.893 -0.671 1.142 -0.59
O -0.633 1.705 1.040 -0.48
O -0.584 4.095 0.501 -0.31
O -4.323 -0.043 2.259 -0.52
N -3.235 -0.314 -1.468 -0.10
C -4.074 1.782 -5.848 -0.20
C 0.661 -0.663 4.464 -0.11
C -5.259 2.967 -0.849 -0.08
C 2.856 -2.539 -2.492 -0.17
C 5.067 0.210 0.920 -0.11
C 2.173 -0.879 4.284 -0.63
C 2.895 -0.369 5.540 -0.10
C 1.573 -2.033 -2.242 -0.78
C -3.431 1.917 0.309 -0.25
C -3.176 -0.013 -2.778 -0.78
C -4.796 2.051 0.079 -0.10
C 4.047 2.452 3.570 -0.10
C 2.397 -2.395 4.184 -0.12
C 2.136 -4.777 -2.010 -0.14
C 0.861 -4.299 -1.771 -0.16
C 5.559 -0.708 3.183 -0.10
C 2.812 2.554 1.403 -0.09
C -5.015 -1.468 -3.226 -0.10
C -4.095 -0.555 -3.713 -0.26
C 2.820 1.932 2.805 -0.60
C -2.425 -0.750 -6.408 -0.18
C -5.460 -0.848 -6.414 -0.21
C 0.556 -2.935 -1.872 -0.75
C -5.047 -1.798 -1.875 -0.08
C 4.523 -0.676 2.050 -0.62
C -4.359 3.746 -1.573 -0.08
C -2.546 2.719 -0.396 -0.32
C 1.577 2.440 3.553 -0.09
C 4.411 -2.091 1.460 -0.13
C -3.002 3.629 -1.340 -0.09
C -4.141 -1.186 -1.031 -0.17
C 3.142 -3.887 -2.376 -0.14
H 2.348 -5.836 -1.903 0.08
H 4.090 -2.824 2.198 0.06
H -5.755 -2.515 -1.482 0.09
H 2.546 -0.923 6.418 0.08
H 2.631 3.630 1.472 0.09
H 3.699 -2.115 0.637 0.03
H -1.526 -0.477 -5.856 0.01
H 3.973 3.540 3.665 0.08
H 0.099 -1.034 3.606 0.05
H 4.096 2.032 4.578 0.06
H 0.401 0.386 4.589 0.06
H 0.657 2.095 3.090 0.06
H -5.713 -1.939 -3.912 0.09
H 4.333 0.313 0.118 0.08
H -6.402 -0.564 -5.940 0.02
H 5.389 -2.397 1.073 0.08
H -5.460 1.417 0.655 0.09
H -5.404 -1.939 -6.424 0.02
H 5.343 1.201 1.277 0.05
H 2.693 0.689 5.710 0.06
H -6.325 3.080 -1.009 0.09
H 5.966 -0.250 0.495 0.08
H -3.252 2.290 -5.348 -0.01
H 1.982 -2.784 3.253 0.06
H 1.554 3.534 3.514 0.09
H 0.061 -4.970 -1.480 0.08
H -2.276 4.222 -1.879 0.12
H -3.001 1.239 3.686 0.02
H 3.976 -0.500 5.464 0.06
H 3.630 -1.835 -2.772 0.08
H 2.008 2.152 0.799 0.04
H 4.983 2.225 3.058 0.05
H 5.682 0.270 3.649 0.06
H -2.352 -0.328 -7.413 0.02
H 3.457 -2.650 4.232 0.06
H -2.450 -1.838 -6.495 0.02
H 4.148 -4.248 -2.562 0.08
H 5.275 -1.422 3.957 0.06
H -5.495 -0.511 -7.452 0.02
H 1.588 2.140 4.603 0.06
H -5.009 2.203 -5.474 0.02
H 1.894 -2.896 5.018 0.08
H -4.009 1.990 -6.919 0.02
H 6.531 -1.019 2.784 0.08
H -4.722 4.438 -2.324 0.10
H 3.744 2.397 0.863 0.06
H 0.319 -1.205 5.353 0.08
H -4.127 -1.392 0.035 0.09
```